{
  "formula": "C7H5NO2",
  "method": "ωB97M-V/def2-TZVPD",
  "homo_ev": [-6.2, -8.5],
  "energy_ha": -474.70512,
  "multiplicity": 3,
  "homo_lumo_gap_ev": [6.495, 6.329],
  "relative_energy_kj_mol": 487.2,
  "species": ["C", "C", "C", "C", "C", "C", "C", "N", "O", "O", "H", "H", "H", "H", "H"],
  "positions_angstrom": [[1.650434, 0.001658, -0.474929], [0.787663, 0.778175, -1.206390], [1.245233, -0.905185, 0.486630], [-0.414023, 1.127890, -0.686707], [-1.049908, -0.934456, 0.096304], [-1.376257, 1.889035, -0.502512], [-2.231342, -1.247766, -0.429567], [0.035675, -1.476540, 0.446405], [-2.287852, 2.403672, -0.002082], [-3.351113, -1.754416, 0.142836], [2.742485, 0.058378, -0.871329], [1.168560, 1.158857, -2.140380], [2.054182, -1.358472, 1.135273], [-2.402290, -0.819521, -1.460226], [-3.445226, -2.235559, 1.000942]],
  "atomic_forces_ev_per_a": [[2.0, -0.4, -0.9], [0.9, 0.0, -0.8], [2.9, -0.5, 1.2], [1.1, -2.2, -1.1], [2.7, -0.6, 1.0], [-1.3, 0.8, 1.2], [-2.3, 0.1, -1.2], [-1.3, 0.8, 0.0], [-1.8, 1.3, 0.0], [-0.8, 0.2, -0.2], [-1.8, -0.3, 1.3], [-0.1, 0.7, -0.1], [-1.3, 0.1, -0.9], [-0.2, -0.9, 1.2], [1.4, 0.8, -0.9]]
}

=====

{
  "formula": "C11H25BIN4O4S",
  "method": "ωB97M-V/def2-TZVPD",
  "homo_ev": -11.8,
  "energy_ha": -1674.68507,
  "multiplicity": 1,
  "homo_lumo_gap_ev": 7.675,
  "total_charge": 1,
  "species": ["C", "N", "C", "B", "O", "N", "C", "N", "S", "N", "C", "C", "O", "I", "H", "H", "H", "H", "H", "H", "H", "H", "H", "H", "H", "H", "H", "C", "C", "O", "C", "H", "H", "H", "H", "H", "H", "C", "C", "O", "C", "H", "H", "H", "H", "H", "H"],
  "positions_angstrom": [[-1.721955, 1.368644, 1.545516], [-0.527935, 0.900620, 0.784469], [0.644888, 1.760013, 1.025632], [-0.307701, -0.483506, 0.863043], [-1.221849, -1.432185, 0.523932], [1.009861, -1.073505, 1.370254], [1.102180, -1.915039, 2.352025], [-0.018831, -2.339080, 3.058330], [-0.386667, -1.372805, 4.436541], [2.337794, -2.440556, 2.728263], [3.016667, -1.673156, 3.809564], [4.498533, -1.859326, 3.599881], [5.189546, -2.595443, 4.203040], [5.217998, -0.679556, 1.952613], [-2.465255, 1.855006, 0.925478], [-1.386656, 2.048984, 2.323968], [-2.239285, 0.518902, 1.992364], [1.482241, 1.416455, 0.420099], [0.424104, 2.775165, 0.710774], [0.935793, 1.762096, 2.077258], [-1.858580, -1.063298, -0.105002], [1.877833, -0.806788, 0.915406], [-0.804026, -2.565632, 2.456847], [-1.176467, -0.451874, 3.858253], [2.926885, -2.389155, 1.897191], [2.764136, -0.613984, 3.769980], [2.739668, -2.061350, 4.786791], [1.802167, -0.758800, -4.528669], [1.044343, -0.774345, -3.228854], [0.052339, -0.107643, -3.054418], [1.586478, -1.669090, -2.137065], [1.316633, -0.081944, -5.225694], [2.829339, -0.430990, -4.361100], [1.830916, -1.761354, -4.957924], [2.605619, -1.366486, -1.883348], [1.611517, -2.706521, -2.471548], [0.940875, -1.596186, -1.262608], [-2.521601, 2.135382, -2.435913], [-3.914766, 2.366325, -1.909819], [-4.204531, 2.174945, -0.749806], [-4.939950, 2.848282, -2.903272], [-1.868044, 1.792876, -1.635498], [-2.536790, 1.384086, -3.226384], [-2.121062, 3.060036, -2.853770], [-5.043437, 2.125849, -3.714154], [-4.624193, 3.799546, -3.333900], [-5.898770, 2.976386, -2.408771]],
  "atomic_forces_ev_per_a": [[-0.2, -0.2, -0.5], [0.7, -0.1, 1.3], [-0.3, -0.1, -0.4], [-0.4, 0.1, -0.6], [0.1, 0.0, 0.0], [-0.2, -0.2, -0.5], [0.1, -0.3, 0.5], [0.1, 0.3, -0.1], [-0.1, -0.4, 0.2], [-0.2, 0.9, -0.6], [-0.5, -0.3, 0.4], [0.3, -0.4, 0.3], [0.0, 0.3, -0.1], [0.1, 0.1, -0.3], [0.0, 0.3, -0.3], [0.0, 0.0, 0.1], [0.0, 0.0, 0.1], [0.1, 0.0, 0.0], [0.0, 0.1, 0.0], [0.0, 0.1, 0.1], [-0.2, -0.2, 0.2], [0.1, 0.1, 0.1], [-0.1, 0.1, 0.1], [0.1, 0.2, -0.1], [0.2, 0.0, 0.1], [0.1, 0.1, -0.1], [0.1, -0.2, 0.0], [-0.1, 0.1, 0.0], [0.1, 0.0, -0.1], [-0.1, 0.0, 0.2], [-0.1, 0.1, 0.1], [0.0, 0.0, 0.0], [0.0, -0.1, 0.0], [0.1, 0.0, 0.0], [0.0, -0.1, 0.0], [0.1, 0.0, 0.0], [0.0, -0.1, -0.1], [0.0, -0.1, 0.2], [-0.1, 0.1, -0.2], [0.1, -0.1, 0.2], [-0.1, 0.0, 0.1], [0.0, 0.0, 0.0], [0.0, 0.1, -0.1], [0.0, 0.0, -0.1], [0.1, 0.0, -0.1], [0.0, 0.0, -0.1], [0.0, 0.0, 0.0]]
}

=====

{
  "formula": "C4H7NO",
  "method": "ωB97M-V/def2-TZVPD",
  "homo_ev": -9.8,
  "energy_ha": -286.56894,
  "multiplicity": 1,
  "homo_lumo_gap_ev": 10.858,
  "relative_energy_kj_mol": 164.6,
  "species": ["C", "C", "C", "N", "C", "O", "H", "H", "H", "H", "H", "H", "H"],
  "positions_angstrom": [[0.634449, -1.304008, 0.377467], [0.603956, -0.157148, -0.605722], [-0.699400, 0.316113, -1.147629], [0.047126, 1.140458, -0.227834], [-0.439226, 1.368397, 1.054745], [-1.603278, 1.343394, 1.375697], [1.547993, -1.297884, 0.982009], [0.602060, -2.258180, -0.159830], [-0.230086, -1.272437, 1.050625], [1.479654, -0.070511, -1.245630], [-0.755634, 0.686637, -2.168046], [-1.606316, -0.137467, -0.754641], [0.367362, 1.627625, 1.762543]],
  "atomic_forces_ev_per_a": [[0.0, 0.0, 0.1], [0.2, -0.2, 0.0], [-0.2, -0.1, -0.1], [-0.1, 0.2, 0.2], [-0.2, -0.1, 0.1], [0.3, 0.1, -0.1], [-0.1, 0.1, -0.1], [0.0, 0.2, 0.0], [0.1, 0.0, -0.1], [-0.1, 0.0, 0.0], [0.0, 0.0, 0.2], [0.1, 0.0, -0.1], [-0.1, -0.1, 0.0]]
}

=====

{
  "formula": "C7H12",
  "method": "ωB97M-V/def2-TZVPD",
  "homo_ev": -7.3,
  "energy_ha": -273.73479,
  "multiplicity": 1,
  "homo_lumo_gap_ev": 7.073,
  "relative_energy_kj_mol": 456.2,
  "species": ["C", "C", "C", "C", "C", "C", "C", "H", "H", "H", "H", "H", "H", "H", "H", "H", "H", "H", "H"],
  "positions_angstrom": [[-2.424513, 0.433507, 0.855879], [-1.526812, 0.268669, -0.401181], [-0.200164, -0.347400, -0.046534], [-0.123317, -1.481750, 0.643249], [1.084411, 0.244456, -1.703956], [1.068952, 0.400620, -0.289600], [2.292741, 0.493744, 0.589042], [-3.466087, 0.610170, 0.606447], [-1.971319, 1.290811, 1.358618], [-2.256613, -0.346324, 1.593991], [-2.048666, -0.356869, -1.128587], [-1.419976, 1.273479, -0.802955], [-0.860802, -2.285352, 0.645045], [0.673088, -1.673584, 1.357999], [1.064162, 1.087986, -2.398283], [0.990735, -0.715143, -2.196625], [2.515931, 1.529787, 0.849477], [2.021955, 0.048959, 1.547799], [3.104567, -0.035409, 0.108329]],
  "atomic_forces_ev_per_a": [[1.4, 0.4, 0.0], [-0.9, -0.5, 0.0], [0.6, 0.1, 2.3], [-0.1, -1.1, 0.6], [0.7, 1.9, 0.4], [-0.8, -2.2, -2.9], [-1.4, 1.5, 0.6], [0.0, 0.0, 0.2], [-0.6, 0.4, 0.2], [-0.5, -0.5, -0.3], [0.0, 0.1, -0.2], [0.3, -0.2, -0.4], [-0.3, 0.5, 0.1], [0.5, -0.1, -0.7], [1.8, 0.0, 0.0], [-1.7, -0.1, 0.3], [0.6, 0.1, -0.2], [0.2, -0.2, 0.0], [0.2, 0.2, 0.2]]
}

=====

Copy entry 4 word for word.
{
  "formula": "C7H12",
  "method": "ωB97M-V/def2-TZVPD",
  "homo_ev": -7.3,
  "energy_ha": -273.73479,
  "multiplicity": 1,
  "homo_lumo_gap_ev": 7.073,
  "relative_energy_kj_mol": 456.2,
  "species": ["C", "C", "C", "C", "C", "C", "C", "H", "H", "H", "H", "H", "H", "H", "H", "H", "H", "H", "H"],
  "positions_angstrom": [[-2.424513, 0.433507, 0.855879], [-1.526812, 0.268669, -0.401181], [-0.200164, -0.347400, -0.046534], [-0.123317, -1.481750, 0.643249], [1.084411, 0.244456, -1.703956], [1.068952, 0.400620, -0.289600], [2.292741, 0.493744, 0.589042], [-3.466087, 0.610170, 0.606447], [-1.971319, 1.290811, 1.358618], [-2.256613, -0.346324, 1.593991], [-2.048666, -0.356869, -1.128587], [-1.419976, 1.273479, -0.802955], [-0.860802, -2.285352, 0.645045], [0.673088, -1.673584, 1.357999], [1.064162, 1.087986, -2.398283], [0.990735, -0.715143, -2.196625], [2.515931, 1.529787, 0.849477], [2.021955, 0.048959, 1.547799], [3.104567, -0.035409, 0.108329]],
  "atomic_forces_ev_per_a": [[1.4, 0.4, 0.0], [-0.9, -0.5, 0.0], [0.6, 0.1, 2.3], [-0.1, -1.1, 0.6], [0.7, 1.9, 0.4], [-0.8, -2.2, -2.9], [-1.4, 1.5, 0.6], [0.0, 0.0, 0.2], [-0.6, 0.4, 0.2], [-0.5, -0.5, -0.3], [0.0, 0.1, -0.2], [0.3, -0.2, -0.4], [-0.3, 0.5, 0.1], [0.5, -0.1, -0.7], [1.8, 0.0, 0.0], [-1.7, -0.1, 0.3], [0.6, 0.1, -0.2], [0.2, -0.2, 0.0], [0.2, 0.2, 0.2]]
}